Entry 1:
Entry from OMol25: C57H42F5N10PbS4 as an isolated structure (ωB97M-V/def2-TZVPD).

- HOMO-LUMO gap: 0.239 hartree
- E_tot: -136853.146 eV
- HOMO level: -9.5 eV
- LUMO energy: -3.0 eV
- Total charge: +1

Each line ends with the Löwdin charge.
Element x y z (Å)
Pb -0.00844 -1.02917 0.60219  1.097
N -2.52382 1.91217 0.10124  -0.127
S -2.79324 2.73843 -1.12931  0.950
N -3.08049 1.79756 -2.38006  -0.345
S -2.24959 1.61769 -3.72099  0.916
N -0.81782 1.09006 -3.71538  -0.349
S -0.17240 -0.20622 -2.75955  0.801
N 0.04931 0.21747 -1.38099  -0.419
C -1.44109 -1.43300 -3.14543  -0.335
C -1.47128 -1.98395 -4.41347  -0.096
C -2.51756 -2.82905 -4.74863  -0.052
C -3.51432 -3.09847 -3.82402  -0.053
C -3.47281 -2.53161 -2.55662  -0.056
C -2.43055 -1.69097 -2.21091  -0.105
C 1.24145 -0.53377 -3.80074  -0.308
C 1.32088 -0.03646 -5.09354  -0.086
C 2.42443 -0.36020 -5.86426  -0.054
C 3.41565 -1.18519 -5.34920  -0.044
C 3.32222 -1.67465 -4.05555  -0.037
C 2.23010 -1.34474 -3.27187  -0.073
C -2.15646 3.17251 -4.60231  -0.312
C -0.97213 3.57712 -5.19080  -0.052
C -0.95862 4.76429 -5.90768  -0.045
C -2.11753 5.51658 -6.02812  -0.049
C -3.29979 5.09524 -5.43259  -0.048
C -3.32486 3.91148 -4.71791  -0.065
C -3.41385 0.71986 -4.75076  -0.299
C -4.66675 0.36132 -4.28931  -0.063
C -5.55692 -0.25565 -5.15569  -0.046
C -5.18612 -0.50936 -6.46690  -0.044
C -3.92246 -0.14920 -6.91771  -0.045
C -3.03040 0.47044 -6.06143  -0.058
C -4.38962 3.51598 -0.85668  -0.288
C -5.52397 2.91772 -1.38223  -0.060
C -6.77397 3.34164 -0.96338  -0.048
C -6.87889 4.34831 -0.01406  -0.050
C -5.73865 4.93495 0.51630  -0.044
C -4.48441 4.51475 0.10488  -0.067
C -1.59166 3.97836 -1.63380  -0.313
C -2.01818 5.23228 -2.04236  -0.064
C -1.07004 6.13711 -2.49146  -0.047
C 0.26989 5.77550 -2.52084  -0.044
C 0.67641 4.51531 -2.10418  -0.036
C -0.25802 3.59659 -1.65344  -0.082
H -0.68142 -1.77751 -5.11954  0.096
H -2.55249 -3.27573 -5.73186  0.120
H -4.33498 -3.74842 -4.09378  0.114
H -4.25827 -2.74162 -1.84367  0.115
H -2.37359 -1.23034 -1.23317  0.072
H 0.53520 0.59684 -5.47585  0.082
H 2.51097 0.02857 -6.86930  0.111
H 4.26483 -1.45103 -5.96320  0.115
H 4.09230 -2.31860 -3.65554  0.124
H 2.13296 -1.70291 -2.25890  0.087
H -0.08886 2.96550 -5.07679  0.108
H -0.04158 5.09498 -6.37326  0.119
H -2.09999 6.44216 -6.58570  0.116
H -4.20025 5.68481 -5.52589  0.118
H -4.23156 3.55141 -4.24838  0.119
H -4.92791 0.55090 -3.26044  0.090
H -6.53709 -0.53820 -4.79814  0.117
H -5.87782 -0.99974 -7.13735  0.117
H -3.62770 -0.34797 -7.93779  0.119
H -2.04208 0.75880 -6.39495  0.121
H -5.40830 2.11518 -2.09373  0.078
H -7.66508 2.87598 -1.35936  0.115
H -7.85283 4.67380 0.32159  0.116
H -5.83208 5.70852 1.26487  0.118
H -3.58723 4.95442 0.52087  0.120
H -3.06732 5.49269 -2.01236  0.115
H -1.38064 7.11963 -2.81634  0.119
H 1.00536 6.49093 -2.85983  0.118
H 1.72319 4.24888 -2.11943  0.123
H 0.03023 2.60027 -1.33618  0.087
N -1.30629 3.86005 6.42924  0.166
C -1.57302 3.67744 5.32598  -0.188
C -1.87429 3.36334 3.97006  -0.234
C -2.95426 2.52481 3.69131  -0.016
C -3.17942 2.09271 2.40012  -0.013
C -2.31434 2.46950 1.37197  -0.341
C -1.26764 3.34926 1.64605  -0.028
C -1.04366 3.78849 2.93583  -0.013
H -3.61611 2.23348 4.49668  0.124
H -4.01974 1.45012 2.17646  0.121
H -0.59210 3.64593 0.85725  0.101
H -0.20175 4.43058 3.15183  0.128
N -0.07533 -2.88922 -0.80342  0.021
C 0.38018 -3.65809 -1.55502  -0.177
C 0.89014 -4.54218 -2.47074  -0.265
C 0.82450 -4.22207 -3.83745  -0.233
N 0.75150 -3.92039 -4.95011  0.169
C 1.50086 -5.74513 -2.05120  -0.234
N 2.00148 -6.72457 -1.71026  0.140
S 1.48816 0.68110 2.57783  0.561
C 1.59834 -0.07453 4.08858  -0.832
N 2.79875 -0.22638 4.65706  0.027
C 2.98990 -0.56485 6.06294  -0.156
C 1.73234 -0.16579 6.82130  -0.156
C 0.53749 -0.84446 6.16768  -0.158
N 0.51020 -0.45982 4.76264  0.024
H 3.58162 0.10745 4.11975  0.127
H 3.85447 -0.01784 6.43956  0.126
H 3.18874 -1.63639 6.16778  0.125
H 1.60699 0.91706 6.75176  0.126
H 1.80472 -0.44140 7.87105  0.122
H -0.38877 -0.51325 6.63848  0.125
H 0.60804 -1.93278 6.26144  0.126
H -0.36868 -0.39991 4.27845  0.124
F 1.06597 -2.99924 2.79755  0.023
C 2.21102 -2.75474 2.10553  -0.290
C 2.16296 -1.90699 1.01629  -0.234
C 3.37668 -1.67783 0.40489  -0.257
F 3.44457 -0.83394 -0.65028  0.049
C 4.56520 -2.25926 0.82108  -0.144
F 5.70532 -1.99694 0.17240  0.115
C 4.56153 -3.11020 1.91449  -0.138
F 5.69246 -3.67746 2.33306  0.128
C 3.36670 -3.35376 2.57440  -0.150
F 3.33753 -4.14200 3.65576  0.113

=====

Entry 2:
Entry from OMol25: C25H28N4O5 as an isolated structure (ωB97M-V/def2-TZVPD).

- HOMO-LUMO gap: 0.303 hartree
- E_tot: -42556.494 eV
- HOMO level: -8.0 eV
- LUMO energy: 0.3 eV
- Total charge: 0

Each line ends with the natural charge from an NBO analysis.
Element x y z (Å)
C -3.09851 0.40717 1.93635  -0.192
H -4.13371 0.50460 1.31579  0.197
O -2.36269 -0.25602 1.04760  -0.515
C -1.01638 -0.71025 1.46059  0.165
C -0.53940 -0.62601 2.61948  -0.119
C 0.78195 -0.95909 3.17248  -0.233
C 1.68867 -1.55389 2.30853  -0.060
C 1.06663 -2.00671 1.03123  0.318
C -0.14666 -1.51274 0.63695  0.155
O -0.59083 -1.56859 -0.76000  -0.554
C -1.71191 -2.44829 -0.66047  -0.238
H -1.47026 -3.55597 -0.31276  0.205
H -1.78846 -2.63651 -2.13585  0.133
H -2.63353 -1.97876 -0.34836  0.213
O 1.95895 -2.69570 0.23388  -0.519
C 2.02225 -2.48384 -1.11965  -0.242
H 1.19270 -3.19171 -1.65695  0.141
H 2.96800 -2.86080 -1.49183  0.206
H 1.57467 -1.60519 -1.49644  0.208
C 2.88202 -2.09748 2.90569  -0.486
H 2.91332 -2.15616 3.90880  0.224
H 3.02825 -3.16185 2.77836  0.245
C 4.00062 -1.43694 2.27210  -0.235
N 3.82481 0.04726 1.99911  -0.603
C 3.71771 0.19817 0.76634  0.697
O 4.36813 -0.11752 -0.25313  -0.639
C 3.22451 1.76963 0.28987  -0.376
H 3.15962 2.38992 1.45331  0.126
H 3.70111 2.32472 -0.39608  0.210
C 1.68958 1.51906 0.16482  -0.460
C 0.86152 2.53312 -0.40012  -0.192
N -0.39690 2.03152 -0.92891  -0.385
C -0.54598 1.32886 -1.93338  0.249
N 0.68173 0.90460 -2.66953  -0.374
C 0.61607 0.07727 -3.61621  0.102
C -0.73787 -0.40242 -3.88161  -0.272
C -1.89177 -0.19810 -3.49776  -0.119
C -1.69784 1.09357 -2.33287  0.147
N -2.88896 1.34340 -1.70643  -0.359
C -4.13352 1.17497 -1.83242  0.014
C -4.93098 2.05171 -1.19088  -0.307
C -3.88728 2.71840 -0.11895  -0.153
C -2.66296 2.19526 -0.68658  0.031
C -1.37730 2.60639 -0.26291  0.615
O -1.30624 3.16422 0.92667  -0.667
H -4.39047 3.25967 0.40098  0.178
H -6.02533 1.99110 -1.20015  0.229
H -4.57835 0.57804 -2.97749  0.175
H -2.85369 -0.51510 -3.76558  0.234
H -0.52862 -1.14566 -4.75613  0.192
H 1.45597 -0.21581 -3.97844  0.195
H 0.74939 3.38672 0.20945  0.249
H 1.26142 2.85936 -1.41882  0.194
H 1.64094 0.69299 -0.54599  0.216
H 1.14034 1.33488 1.04759  0.210
H 3.17322 0.60464 2.69264  0.429
H 4.94130 -1.64456 2.73259  0.211
H 4.32832 -1.90863 1.23185  0.250
H 0.93938 -0.80066 4.32001  0.234
H -1.18269 0.37474 3.50324  0.181
H -2.76481 1.22520 2.17834  0.163
H -3.27924 -0.24019 2.78804  0.162

=====

- Which of these has the highest LUMO energy?
  C25H28N4O5